C5H6O | ωB97M-V/def2-TZVPD

## Properties
Highest occupied orbital energy ... -9.51 eV
Kohn-Sham gap ... 10.238 eV
Energy above the lowest of the compared OMol25 structures with the same formula, charge and spin ... 2.2 kJ/mol

Each line ends with the natural charge from an NBO analysis.
Atoms and positions in Å:
O 2.412862 -0.655287 0.295573  -0.5375
C 0.838390 1.138203 -0.072156  -0.3246
C -1.136029 -0.174851 0.079371  -0.4479
C 1.286073 -0.268696 0.083421  0.5524
C 0.043219 -1.147326 -0.059972  -0.5128
C -0.493531 1.183848 -0.076215  -0.0926
H 0.073473 -1.585424 -1.064679  0.2375
H -1.934918 -0.344253 -0.650647  0.2204
H -1.082018 2.094615 -0.143511  0.2130
H 0.058852 -1.972226 0.656803  0.2375
H 1.527962 1.974614 -0.123586  0.2310
H -1.594330 -0.243222 1.075598  0.2236

Atomic forces in eV per Å
O -0.31 0.11 -0.11
C -0.01 0.04 0.02
C -0.04 0.01 0.03
C 0.24 -0.14 0.02
C 0.03 -0.05 0.03
C -0.02 0.04 0.02
H 0.00 0.05 0.13
H 0.14 0.05 0.10
H 0.06 -0.12 0.01
H -0.01 0.16 -0.07
H -0.13 -0.15 0.02
H 0.03 0.00 -0.18



C5H6O | ωB97M-V/def2-TZVPD

## Properties
Highest occupied orbital energy ... -9.25 eV
Kohn-Sham gap ... 10.259 eV
Energy above the lowest of the compared OMol25 structures with the same formula, charge and spin ... 336.2 kJ/mol

Each line ends with the natural charge from an NBO analysis.
Atoms and positions in Å:
O -1.938844 -0.086339 0.897227  -0.4475
C -2.115410 0.709498 -0.245808  -0.0795
C 0.033676 -0.585186 -0.383843  -0.0689
C -1.426660 -0.633632 -0.278558  -0.0162
C 2.479681 -0.088851 0.410125  -0.6954
C 1.148911 -0.373514 0.001130  0.0322
H -2.097271 -1.190890 -0.947923  0.2106
H -1.577876 1.533552 -0.484230  0.1774
H 3.137199 -0.958841 0.352112  0.2397
H 2.547313 0.192717 1.508352  0.2439
H 2.919685 0.731114 -0.187268  0.2386
H -3.110399 0.750372 -0.641321  0.1651

Atomic forces in eV per Å
O -0.44 0.09 0.81
C -0.94 -2.53 -0.15
C -1.27 -0.39 0.60
C -0.15 1.57 -2.26
C 1.74 0.66 1.37
C -0.53 -0.20 -0.40
H 0.77 -1.11 0.96
H 2.01 2.55 0.30
H -0.07 -0.02 -0.31
H -0.37 -0.07 -1.26
H -0.13 -0.37 0.34
H -0.61 -0.17 0.01



C5H6O | ωB97M-V/def2-TZVPD

## Properties
Highest occupied orbital energy ... -9.52 eV
Kohn-Sham gap ... 10.493 eV
Energy above the lowest of the compared OMol25 structures with the same formula, charge and spin ... 253.2 kJ/mol

Each line ends with the natural charge from an NBO analysis.
Atoms and positions in Å:
O -0.985725 -1.493952 0.063628  -0.5567
C -1.540200 0.856635 0.197022  -0.5436
C -0.108054 1.235714 0.188625  -0.0553
C -1.256877 -0.462926 -0.507647  0.4476
C 0.984154 0.705405 0.150657  0.0619
C 1.913718 -0.419439 0.154639  -0.6971
H 1.214800 -1.272714 0.013509  0.2659
H -2.229496 1.502804 -0.349021  0.2341
H 2.652764 -0.417401 -0.651426  0.2351
H 2.398939 -0.550580 1.125881  0.2402
H -1.156168 -0.378248 -1.606899  0.1197
H -1.887852 0.694706 1.221029  0.2481

Atomic forces in eV per Å
O -0.47 0.26 -0.18
C -0.05 0.04 0.02
C 0.67 -0.36 0.10
C -0.11 -0.41 0.10
C -0.57 0.16 0.02
C 0.01 -0.06 0.00
H 0.50 0.13 0.04
H 0.18 0.01 0.03
H -0.09 0.10 0.19
H 0.04 0.09 -0.20
H -0.11 -0.01 0.05
H 0.01 0.03 -0.17



C5H6O | ωB97M-V/def2-TZVPD

## Properties
Highest occupied orbital energy ... -9.69 eV
Kohn-Sham gap ... 10.548 eV
Energy above the lowest of the compared OMol25 structures with the same formula, charge and spin ... 148.1 kJ/mol

Each line ends with the natural charge from an NBO analysis.
Atoms and positions in Å:
O -1.776866 -1.443308 -0.348560  -0.5241
C -1.337735 0.863222 0.106405  -0.7286
C 2.222148 0.171330 1.077539  -0.2465
C 0.487815 -0.789440 -0.707477  -0.5912
C -0.971769 -0.542421 -0.304612  0.6146
C 1.451866 -0.259780 0.258629  0.0029
H -0.968233 1.590128 -0.625742  0.2297
H -0.861274 1.102882 1.063061  0.2483
H 2.911256 0.543854 1.803256  0.2423
H -2.421606 0.943138 0.203418  0.2392
H 0.647850 -0.312234 -1.684839  0.2528
H 0.616548 -1.867374 -0.841077  0.2606

Atomic forces in eV per Å
O 0.32 0.33 0.00
C -0.08 0.01 0.02
C -0.32 -0.19 -0.34
C 0.02 -0.09 -0.04
C -0.21 -0.13 -0.01
C 0.33 0.20 0.37
H -0.02 -0.12 0.09
H -0.04 -0.05 -0.13
H -0.12 -0.06 -0.14
H 0.16 -0.01 -0.01
H -0.03 -0.05 0.15
H 0.00 0.15 0.04



What did the first record say?
C5H6O | ωB97M-V/def2-TZVPD

## Properties
Highest occupied orbital energy ... -9.51 eV
Kohn-Sham gap ... 10.238 eV
Energy above the lowest of the compared OMol25 structures with the same formula, charge and spin ... 2.2 kJ/mol

Each line ends with the natural charge from an NBO analysis.
Atoms and positions in Å:
O 2.412862 -0.655287 0.295573  -0.5375
C 0.838390 1.138203 -0.072156  -0.3246
C -1.136029 -0.174851 0.079371  -0.4479
C 1.286073 -0.268696 0.083421  0.5524
C 0.043219 -1.147326 -0.059972  -0.5128
C -0.493531 1.183848 -0.076215  -0.0926
H 0.073473 -1.585424 -1.064679  0.2375
H -1.934918 -0.344253 -0.650647  0.2204
H -1.082018 2.094615 -0.143511  0.2130
H 0.058852 -1.972226 0.656803  0.2375
H 1.527962 1.974614 -0.123586  0.2310
H -1.594330 -0.243222 1.075598  0.2236

Atomic forces in eV per Å
O -0.31 0.11 -0.11
C -0.01 0.04 0.02
C -0.04 0.01 0.03
C 0.24 -0.14 0.02
C 0.03 -0.05 0.03
C -0.02 0.04 0.02
H 0.00 0.05 0.13
H 0.14 0.05 0.10
H 0.06 -0.12 0.01
H -0.01 0.16 -0.07
H -0.13 -0.15 0.02
H 0.03 0.00 -0.18



> Look up the highest occupied orbital energy of the second one.

-9.25 eV



> Which of these has the lowest energy above the lowest of the compared OMol25 structures with the same formula, charge and spin?

number 1



> Which value of highest occupied orbital energy does entry 3 give?

-9.52 eV